Entry 1
{
  "formula": "C5H6O3",
  "method": "the ωB97M-V functional and the def2-TZVPD basis",
  "elements": ["C", "C", "C", "C", "C", "H", "H", "H", "H", "H", "H", "O", "O", "O"],
  "coordinates": [[0.585, -0.806, 0.480], [0.455, -0.599, 1.985], [-0.570, 0.021, 1.112], [-0.676, 0.453, -1.046], [-0.242, -1.019, -0.806], [2.539, -0.328, 0.291], [0.053, -1.352, 2.693], [1.273, 0.023, 2.333], [-1.481, -0.548, 1.038], [-1.073, -1.691, -0.570], [0.371, -1.514, -1.568], [1.639, 0.028, 0.125], [-0.702, 1.111, 0.139], [-0.811, 1.001, -2.085]],
  "nbo_charge": [0.16, -0.39, 0.05, 0.79, -0.52, 0.49, 0.24, 0.26, 0.18, 0.24, 0.25, -0.74, -0.47, -0.53],
  "smiles": "O=C1C[C@]2(O)C[C@H]2O1",
  "charge": 0,
  "e_lumo_ha": 0.021,
  "homo_ev": -9.12,
  "orbital_gap_ev": 9.70
}



Entry 2
{
  "formula": "C5H6O3",
  "method": "the ωB97M-V functional and the def2-TZVPD basis",
  "elements": ["C", "C", "C", "C", "C", "H", "H", "H", "H", "H", "H", "O", "O", "O"],
  "coordinates": [[1.596, 1.124, -0.203], [0.478, 0.145, -0.473], [-0.865, 0.545, -0.174], [-2.139, -0.061, 0.325], [0.954, -1.338, -0.107], [1.422, 2.224, 0.349], [2.011, 1.142, -1.272], [2.229, 0.517, 0.607], [-1.051, 1.725, 0.220], [-2.965, 0.875, 1.388], [-1.098, -1.932, -0.239], [-2.677, -1.164, -0.534], [-0.019, -2.098, 0.058], [2.124, -1.703, 0.056]],
  "nbo_charge": [-0.69, 0.03, -0.36, 0.37, 0.77, 0.24, 0.25, 0.28, 0.24, 0.22, 0.56, -0.63, -0.69, -0.58],
  "charge": 0,
  "e_lumo_ha": -0.081,
  "homo_ev": -10.42,
  "orbital_gap_ev": 8.21
}



Entry 3
{
  "formula": "C5H6O3",
  "method": "the ωB97M-V functional and the def2-TZVPD basis",
  "elements": ["C", "C", "C", "C", "C", "O", "O", "O", "H", "H", "H", "H", "H", "H"],
  "coordinates": [[-0.829, -0.099, -1.589], [0.448, -0.588, 1.536], [-0.818, 0.007, 1.004], [-0.104, 0.455, -0.398], [0.797, 1.423, -0.421], [0.560, -1.892, 1.206], [1.182, -0.005, 2.304], [-1.968, 0.069, 1.270], [1.362, -2.251, 1.621], [-0.679, -1.179, -1.646], [-1.905, 0.087, -1.501], [-0.478, 0.372, -2.508], [1.122, 1.872, -1.348], [1.310, 1.730, 0.471]],
  "nbo_charge": [-0.65, 0.69, 0.52, -0.11, -0.36, -0.67, -0.58, -0.46, 0.50, 0.23, 0.23, 0.22, 0.20, 0.22],
  "smiles": "C=C(C)C(=O)C(=O)O",
  "charge": 0,
  "e_lumo_ha": 0.017,
  "homo_ev": -9.55,
  "orbital_gap_ev": 10.02
}



What are the relative energies? In hartree: entry 1 0.0894; entry 2 0.2306; entry 3 0.0000.



Entry 1
{
  "formula": "C5H6O3",
  "method": "the ωB97M-V functional and the def2-TZVPD basis",
  "elements": ["C", "C", "C", "C", "C", "H", "H", "H", "H", "H", "H", "O", "O", "O"],
  "coordinates": [[1.353, 0.046, -0.189], [0.457, 0.903, 0.643], [-0.600, 1.350, -0.220], [-0.933, -1.155, -0.468], [0.527, -1.173, 0.324], [1.312, 1.490, 1.195], [-1.420, 2.132, 0.098], [-0.264, 1.671, -1.235], [-1.520, -1.670, 0.471], [-1.064, -1.376, -1.541], [0.935, -2.130, 0.324], [2.688, 0.026, -0.444], [-1.476, 0.164, -0.238], [0.006, -0.277, 1.278]],
  "nbo_charge": [0.54, -0.08, -0.11, -0.11, -0.02, 0.26, 0.22, 0.20, 0.22, 0.21, 0.23, -0.53, -0.55, -0.47],
  "smiles": "O=C1[C@@H]2COC[C@H]1O2",
  "charge": 0,
  "e_lumo_ha": -0.002,
  "homo_ev": -9.76,
  "orbital_gap_ev": 9.71
}



Entry 2
{
  "formula": "C5H6O3",
  "method": "the ωB97M-V functional and the def2-TZVPD basis",
  "elements": ["C", "C", "C", "C", "C", "H", "H", "H", "H", "H", "H", "O", "O", "O"],
  "coordinates": [[2.293, -0.359, 0.711], [0.837, -0.074, 0.381], [-1.263, -0.770, 0.237], [-1.447, 0.475, -0.596], [-0.430, 1.067, -1.221], [2.915, 0.383, 0.278], [0.489, 0.540, 1.168], [-1.822, -0.633, 1.186], [-1.950, -1.560, -0.241], [-2.423, 1.005, -0.654], [-0.544, 1.858, -1.946], [2.572, -1.332, 1.378], [0.012, -1.175, 0.250], [0.761, 0.574, -0.931]],
  "nbo_charge": [0.41, 0.27, -0.10, -0.34, 0.12, 0.13, 0.17, 0.17, 0.20, 0.22, 0.20, -0.47, -0.48, -0.51],
  "smiles": "O=C[C@H]1OC=CCO1",
  "charge": 0,
  "e_lumo_ha": 0.023,
  "homo_ev": -8.88,
  "orbital_gap_ev": 9.52
}



Entry 3
{
  "formula": "C5H6O3",
  "method": "the ωB97M-V functional and the def2-TZVPD basis",
  "elements": ["C", "C", "C", "C", "C", "O", "O", "O", "H", "H", "H", "H", "H", "H"],
  "coordinates": [[-0.428, 1.988, 1.000], [-0.964, 1.122, -0.140], [0.828, 1.538, 1.263], [0.190, 0.187, -0.428], [0.400, -2.734, -0.817], [1.220, 0.471, 0.453], [0.199, -0.639, -1.300], [-0.729, -2.899, -0.439], [-1.082, 2.646, 1.407], [-1.231, 1.568, -0.996], [1.643, 1.688, 1.961], [0.672, -3.208, -1.716], [1.119, -2.235, -0.253], [-1.837, 0.506, 0.006]],
  "nbo_charge": [-0.26, -0.56, 0.12, 0.82, 0.30, -0.49, -0.56, -0.56, 0.23, 0.25, 0.22, 0.11, 0.11, 0.26],
  "smiles": "O=C1CC=CO1.C=O",
  "charge": 0,
  "e_lumo_ha": 0.030,
  "homo_ev": -9.28,
  "orbital_gap_ev": 10.09
}



What are the relative energies? In hartree: entry 1 0.1355; entry 2 0.0068; entry 3 0.0000.



Entry 1
{
  "formula": "C5H6O3",
  "method": "the ωB97M-V functional and the def2-TZVPD basis",
  "elements": ["C", "C", "C", "C", "C", "H", "H", "H", "H", "H", "H", "O", "O", "O"],
  "coordinates": [[0.474, 2.397, -1.045], [0.116, -0.290, -1.081], [-0.290, -0.058, 0.214], [-0.835, -1.149, 1.167], [-1.007, -2.636, 0.730], [0.654, 3.130, -1.828], [0.017, -1.071, -1.952], [0.008, 0.667, 0.863], [-1.368, -1.040, 2.332], [-0.995, -3.509, -0.469], [-2.068, -3.019, 1.349], [0.681, 2.844, 0.085], [0.527, 1.034, -1.559], [0.417, -1.971, 1.448]],
  "nbo_charge": [0.64, 0.13, -0.25, -0.01, -0.20, 0.15, 0.25, 0.24, 0.23, 0.25, 0.22, -0.54, -0.58, -0.52],
  "charge": 0,
  "e_lumo_ha": 0.007,
  "homo_ev": -9.23,
  "orbital_gap_ev": 9.43
}



Entry 2
{
  "formula": "C5H6O3",
  "method": "the ωB97M-V functional and the def2-TZVPD basis",
  "elements": ["C", "C", "C", "C", "C", "O", "O", "O", "H", "H", "H", "H", "H", "H"],
  "coordinates": [[2.005, 2.136, -0.673], [1.801, 1.016, -0.236], [-0.253, -0.471, -0.145], [-2.635, -0.299, 0.147], [1.410, -0.134, 0.514], [-0.256, -1.283, -1.064], [2.238, -1.307, 0.424], [-1.244, -0.009, 0.552], [2.609, 3.070, -0.866], [-2.963, 0.275, -0.707], [-3.286, -0.114, 0.983], [-2.717, -1.444, 0.036], [1.196, 0.175, 1.523], [2.095, -1.612, -0.488]],
  "nbo_charge": [-0.22, -0.07, 0.80, -0.27, -0.02, -0.62, -0.68, -0.50, 0.26, 0.21, 0.20, 0.21, 0.22, 0.49],
  "smiles": "C#C[C@H](O)C(=O)OC",
  "charge": 0,
  "e_lumo_ha": 0.027,
  "homo_ev": -9.47,
  "orbital_gap_ev": 10.21
}



What are the relative energies? In hartree: entry 1 0.2029; entry 2 0.0000.



Entry 1
{
  "formula": "CH2N4O2",
  "method": "the ωB97M-V functional and the def2-TZVPD basis",
  "elements": ["C", "N", "N", "N", "N", "O", "O", "H", "H"],
  "coordinates": [[-2.288, 0.324, 0.218], [1.379, 0.696, -0.303], [0.552, -1.703, 0.697], [1.671, 0.339, -1.412], [0.712, -2.113, -0.334], [-1.793, 1.144, 0.848], [-2.838, -0.514, -0.314], [1.545, 1.825, 0.022], [1.060, 0.001, 0.579]],
  "nbo_charge": [1.02, -0.70, -0.06, -0.10, 0.08, -0.52, -0.50, 0.39, 0.40],
  "charge": 0,
  "e_lumo_ha": [0.017, -0.026],
  "spin_multiplicity": 3,
  "homo_ev": [-6.68, -12.77],
  "orbital_gap_ev": [7.14, 12.07]
}



Entry 2
{
  "formula": "CH2N4O2",
  "method": "the ωB97M-V functional and the def2-TZVPD basis",
  "elements": ["C", "N", "N", "N", "N", "O", "O", "H", "H"],
  "coordinates": [[1.809, -0.263, 0.151], [2.814, -0.521, -0.319], [-0.012, 0.962, 0.885], [0.710, -0.141, 0.800], [-1.246, -0.923, -1.061], [-1.610, -1.876, -1.693], [-1.691, 0.138, -0.739], [-0.073, 1.774, 0.423], [-0.702, 0.851, 1.553]],
  "nbo_charge": [0.33, -0.33, -0.47, -0.27, 0.53, -0.24, -0.29, 0.37, 0.37],
  "charge": 0,
  "e_lumo_ha": [-0.008, -0.076],
  "spin_multiplicity": 3,
  "homo_ev": [-8.79, -10.63],
  "orbital_gap_ev": [8.56, 8.57]
}



What are the relative energies? In hartree: entry 1 0.0000; entry 2 0.1322.



Entry 1
{
  "formula": "C5H7NS2",
  "method": "the ωB97M-V functional and the def2-TZVPD basis",
  "elements": ["C", "C", "C", "C", "C", "H", "H", "H", "H", "H", "H", "H", "N", "S", "S"],
  "coordinates": [[-1.146, -1.616, -0.179], [-0.271, -0.684, 0.715], [-0.157, 1.537, -0.268], [1.288, 0.843, -0.440], [1.311, -0.470, 0.098], [-0.729, -2.704, -0.611], [-0.235, -1.115, 1.667], [-1.734, 0.532, 0.787], [-0.738, 1.368, -1.156], [-0.193, 2.517, 0.078], [1.966, 1.312, 0.179], [1.738, 0.625, -1.424], [-0.837, 0.624, 0.771], [-2.771, -1.181, -0.214], [2.509, -1.589, -0.003]],
  "nbo_charge": [-0.25, -0.18, -0.20, -0.57, 0.02, 0.25, 0.23, 0.37, 0.19, 0.21, 0.26, 0.27, -0.63, 0.01, 0.03],
  "smiles": "S=C[C@@H]1NCCC1=S",
  "charge": 0,
  "e_lumo_ha": -0.030,
  "homo_ev": -8.85,
  "orbital_gap_ev": 8.03
}



Entry 2
{
  "formula": "C5H7NS2",
  "method": "the ωB97M-V functional and the def2-TZVPD basis",
  "elements": ["C", "C", "C", "C", "C", "N", "S", "S", "H", "H", "H", "H", "H", "H", "H"],
  "coordinates": [[-2.096, -0.547, -1.472], [-2.864, -0.366, -0.186], [-0.971, 0.152, -1.263], [-2.133, 0.452, 0.595], [0.143, 1.487, 0.564], [-0.909, 0.820, -0.026], [4.562, -0.534, 0.456], [1.614, 1.677, -0.090], [-2.241, -1.143, -2.356], [-3.846, -0.841, 0.029], [-0.067, 0.425, -1.823], [-2.418, 0.839, 1.446], [-0.099, 1.786, 1.622], [4.216, 0.259, -0.509], [3.375, -1.194, 0.630]],
  "nbo_charge": [-0.27, -0.25, -0.04, -0.05, -0.07, -0.40, -0.28, -0.04, 0.24, 0.24, 0.23, 0.20, 0.21, 0.14, 0.15],
  "smiles": "S=Cn1cccc1.S",
  "charge": 0,
  "e_lumo_ha": -0.014,
  "homo_ev": -9.11,
  "orbital_gap_ev": 8.72
}



What are the relative energies? In hartree: entry 1 0.0729; entry 2 0.0000.



Entry 1
{
  "formula": "C5H7NS2",
  "method": "the ωB97M-V functional and the def2-TZVPD basis",
  "elements": ["C", "N", "C", "C", "S", "C", "S", "C", "H", "H", "H", "H", "H", "H", "H"],
  "coordinates": [[2.948, 0.000, 0.414], [4.136, 0.000, 0.291], [-1.476, 0.000, -0.654], [-0.929, 1.257, -0.034], [0.862, 1.511, -0.299], [1.543, 0.000, 0.382], [0.863, -1.510, -0.300], [-0.929, -1.258, -0.033], [-2.621, 0.000, -0.557], [-1.280, 0.000, -1.744], [-1.428, 2.133, -0.484], [-1.104, 1.302, 1.048], [1.948, 0.000, 1.407], [-1.103, -1.302, 1.047], [-1.428, -2.133, -0.484]],
  "nbo_charge": [0.20, -0.28, -0.44, -0.53, 0.28, -0.64, 0.28, -0.53, 0.22, 0.22, 0.24, 0.22, 0.29, 0.22, 0.24],
  "charge": 0,
  "e_lumo_ha": 0.020,
  "homo_ev": -9.19,
  "orbital_gap_ev": 9.75
}



Entry 2
{
  "formula": "C5H7NS2",
  "method": "the ωB97M-V functional and the def2-TZVPD basis",
  "elements": ["C", "C", "C", "C", "C", "H", "H", "H", "H", "H", "H", "H", "N", "S", "S"],
  "coordinates": [[-2.804, -1.141, 0.303], [-1.686, -0.399, 0.401], [0.453, 0.899, -0.178], [0.954, 2.005, 0.420], [2.312, -0.709, -0.604], [-3.765, -0.847, -0.387], [-3.212, -1.912, 1.037], [-0.792, -0.723, 1.173], [0.328, 2.891, 0.580], [1.995, 1.844, 0.971], [0.413, -0.784, -1.232], [2.251, -1.617, -1.226], [1.080, -0.218, -0.649], [-1.217, 0.912, -0.695], [3.689, -0.201, 0.085]],
  "nbo_charge": [-0.43, -0.40, -0.03, -0.41, -0.08, 0.21, 0.23, 0.24, 0.23, 0.24, 0.42, 0.18, -0.59, 0.29, -0.09],
  "smiles": "C=CSC(=C)NC=S",
  "charge": 0,
  "e_lumo_ha": 0.004,
  "homo_ev": -8.70,
  "orbital_gap_ev": 8.80
}



What are the relative energies? In hartree: entry 1 0.0000; entry 2 0.0238.